Entry 1:
Formula: C44H52N4O4Pt
Source: OMol25
Level of theory: wB97M-V/def2-TZVPD

XYZ file:
```
105
Properties=species:S:1:pos:R:3:mulliken_charge:R:1
Pt 0.442 -0.301 -1.150 0.83
C -5.766 0.972 3.076 -2.31
C -4.912 -0.215 2.622 2.25
C -5.816 -1.161 1.819 -1.48
C -4.377 -0.919 3.878 -1.41
C -3.740 0.208 1.750 -0.87
C -2.952 -0.761 1.153 -0.05
C -1.852 -0.416 0.364 0.65
N -0.965 -1.252 -0.255 -0.32
C -0.621 -2.558 -0.048 0.08
C -1.212 -3.474 0.823 0.43
C -0.786 -4.790 0.868 -1.17
C 0.273 -5.184 0.049 -0.12
C 0.922 -4.322 -0.814 -0.62
C 0.500 -2.975 -0.856 0.76
O 1.117 -2.094 -1.600 -1.06
C 2.102 -4.776 -1.660 2.35
C 1.845 -4.471 -3.142 -1.59
C 3.346 -4.030 -1.160 -1.63
C 2.364 -6.280 -1.536 -2.30
C -1.515 -5.779 1.762 2.05
C -3.004 -5.763 1.387 -1.48
C -1.335 -5.386 3.233 -1.50
C -1.007 -7.214 1.590 -2.35
C -1.590 0.977 0.098 0.31
O -0.599 1.310 -0.686 -1.38
C -2.415 1.961 0.688 -0.63
C -3.441 1.550 1.514 -0.37
C -2.149 3.433 0.409 2.82
C -3.157 4.352 1.109 -2.40
C -0.748 3.779 0.926 -1.57
C -2.242 3.698 -1.099 -1.58
H -6.612 0.615 3.660 0.45
H -6.157 1.517 2.220 0.44
H -5.193 1.651 3.703 0.41
H -6.688 -1.433 2.409 0.46
H -5.304 -2.076 1.537 0.17
H -6.152 -0.668 0.909 0.37
H -5.202 -1.207 4.526 0.46
H -3.722 -0.249 4.431 0.37
H -3.811 -1.812 3.628 0.16
H -3.221 -1.795 1.267 0.50
H -2.000 -3.163 1.482 0.56
H 0.608 -6.202 0.098 0.66
H 1.754 -3.403 -3.315 0.20
H 0.927 -4.953 -3.474 0.35
H 2.670 -4.852 -3.739 0.49
H 3.211 -2.957 -1.252 0.29
H 4.224 -4.324 -1.731 0.47
H 3.516 -4.268 -0.112 0.34
H 1.495 -6.856 -1.846 0.46
H 2.630 -6.549 -0.518 0.42
H 3.195 -6.554 -2.181 0.44
H -3.457 -4.793 1.570 0.21
H -3.539 -6.503 1.974 0.46
H -3.127 -5.997 0.331 0.38
H -1.724 -4.392 3.435 0.17
H -0.280 -5.396 3.496 0.37
H -1.858 -6.096 3.869 0.47
H -1.108 -7.543 0.558 0.43
H -1.594 -7.881 2.217 0.46
H 0.034 -7.300 1.894 0.42
H -4.054 2.306 1.963 0.67
H -3.106 4.236 2.191 0.43
H -4.173 4.150 0.772 0.45
H -2.925 5.389 0.872 0.44
H -0.696 3.597 1.996 0.31
H -0.526 4.827 0.738 0.48
H 0.000 3.165 0.434 0.28
H -3.223 3.413 -1.473 0.33
H -1.490 3.132 -1.638 0.24
H -2.094 4.757 -1.293 0.45
C 0.674 7.451 -2.226 -0.74
O 1.956 7.552 -2.798 -0.45
C 2.953 6.780 -2.306 0.67
C 2.861 5.998 -1.155 -0.27
C 3.903 5.166 -0.810 -0.38
C 5.056 5.090 -1.602 -0.35
C 5.195 5.975 -2.681 -0.21
C 4.152 6.795 -3.031 -0.48
N 6.115 4.267 -1.292 -0.62
N 6.048 3.210 -0.655 -0.45
C 5.014 2.381 -0.408 -0.16
C 5.008 1.745 0.850 -0.32
C 3.960 0.979 1.265 -0.85
C 2.838 0.697 0.432 0.96
O 1.855 0.061 0.860 -0.70
C 2.935 1.174 -0.956 0.48
N 2.008 0.759 -1.846 -0.37
C 2.088 1.123 -3.117 -0.28
C 3.108 1.942 -3.594 -0.93
C 4.067 2.384 -2.716 -0.53
C 4.003 2.017 -1.361 0.59
H 0.012 7.995 -2.896 0.27
H 0.629 7.911 -1.235 0.34
H 0.349 6.410 -2.159 0.26
H 1.986 6.033 -0.526 0.47
H 3.840 4.576 0.091 0.42
H 6.114 5.965 -3.248 0.45
H 4.223 7.463 -3.874 0.43
H 5.828 1.956 1.520 0.43
H 3.922 0.567 2.262 0.47
H 1.329 0.741 -3.788 0.52
H 3.149 2.201 -4.641 0.46
H 4.887 2.987 -3.074 0.63
```

Values from the calculation:
DFT total energy   -63867.13978 eV
E_LUMO (alpha / beta)   -2.56 / -2.55 eV
Net charge   0
Frontier orbital gap (alpha / beta)   3.73 / 3.72 eV

=====

Entry 2:
Formula: C44H53Br2Cl2EuN7O4P2
Source: OMol25
Level of theory: wB97M-V/def2-TZVPD

XYZ file:
```
115
Properties=species:S:1:pos:R:3:mulliken_spin:R:1
Eu 0.877 -1.377 0.162 6.92
Br -0.472 -3.207 3.214 0.00
C 0.283 -4.871 2.590 0.00
Br 1.909 -4.639 1.590 0.00
H -0.435 -5.335 1.931 0.00
H 0.518 -5.472 3.455 0.00
C 3.740 -0.261 -4.581 0.00
N 4.499 -0.468 -3.354 0.00
C 5.808 -1.097 -3.516 0.00
C 5.976 -1.951 -2.258 0.00
N 4.643 -1.976 -1.704 0.00
C 4.386 -2.699 -0.481 0.01
C 3.854 -0.975 -2.215 0.01
N 2.743 -0.600 -1.708 0.00
C 2.098 0.618 -2.188 0.03
C 0.695 0.367 -2.758 0.03
N -0.233 1.384 -2.291 -0.01
C -0.797 2.165 -3.120 0.01
N -1.696 3.130 -2.729 0.00
C -1.737 3.638 -1.378 0.00
C -2.178 3.918 -3.841 0.00
C -1.828 3.008 -5.020 0.00
N -0.697 2.191 -4.547 0.00
C 0.599 2.680 -5.033 0.00
H 4.049 -0.994 -5.333 0.00
H 3.891 0.736 -5.000 0.00
H 2.678 -0.404 -4.405 0.00
H 6.597 -0.352 -3.610 0.00
H 5.818 -1.714 -4.418 0.00
H 6.687 -1.501 -1.556 0.00
H 6.321 -2.962 -2.482 0.00
H 4.735 -3.727 -0.603 0.00
H 4.887 -2.256 0.382 0.00
H 3.326 -2.730 -0.284 0.00
H 2.711 1.164 -2.905 0.00
H 1.996 1.290 -1.328 -0.02
H 0.382 -0.632 -2.442 -0.02
H 0.701 0.316 -3.850 0.00
H -1.526 2.833 -0.675 0.00
H -2.732 4.032 -1.166 0.00
H -1.002 4.440 -1.229 0.00
H -1.689 4.901 -3.886 0.00
H -3.255 4.077 -3.762 0.00
H -1.548 3.558 -5.915 0.00
H -2.672 2.360 -5.257 0.00
H 0.718 3.764 -4.901 0.00
H 0.701 2.450 -6.093 0.00
H 1.408 2.191 -4.501 0.00
N -1.918 0.805 0.930 0.00
P -0.731 0.588 2.183 0.00
C 0.241 2.142 2.059 -0.01
C 0.580 2.636 0.802 0.00
C 1.439 3.722 0.682 0.00
C 1.973 4.323 1.813 0.00
C 1.637 3.837 3.071 0.00
C 0.777 2.755 3.194 0.00
C -1.727 0.953 3.672 0.01
C -1.689 0.069 4.747 0.00
C -2.420 0.326 5.903 0.00
C -3.198 1.470 5.984 0.00
C -3.239 2.363 4.915 0.00
C -2.499 2.111 3.770 0.00
P -1.977 -0.483 -0.206 0.03
C -3.232 -1.627 0.523 0.01
C -3.860 -2.549 -0.320 0.00
C -4.785 -3.454 0.170 0.00
C -5.110 -3.456 1.523 0.00
C -4.494 -2.551 2.373 0.00
C -3.557 -1.647 1.874 0.00
C -3.054 0.172 -1.541 -0.01
C -4.124 1.018 -1.255 0.00
C -4.973 1.460 -2.260 0.00
C -4.766 1.050 -3.571 0.00
C -3.707 0.200 -3.866 0.00
C -2.856 -0.236 -2.857 0.00
H -2.807 1.169 1.256 0.00
H 0.172 2.174 -0.095 0.00
H 1.698 4.094 -0.304 0.00
H 2.647 5.167 1.718 0.00
H 2.048 4.300 3.961 0.00
H 0.518 2.398 4.184 0.00
H -1.075 -0.824 4.686 0.00
H -2.377 -0.365 6.735 0.00
H -3.767 1.675 6.883 0.00
H -3.838 3.262 4.984 0.00
H -2.506 2.825 2.953 0.00
H -3.613 -2.569 -1.376 0.00
H -5.256 -4.159 -0.506 0.00
H -5.839 -4.161 1.907 0.00
H -4.732 -2.543 3.431 0.00
H -3.094 -0.957 2.568 0.00
H -4.320 1.336 -0.235 0.00
H -5.801 2.116 -2.017 0.00
H -5.435 1.383 -4.357 0.00
H -3.540 -0.129 -4.885 0.00
H -2.027 -0.891 -3.100 0.00
O -0.359 -5.043 -1.520 0.00
Cl -0.197 -3.648 -1.247 0.01
O -0.570 -3.336 0.145 0.01
O -1.009 -2.832 -2.132 0.00
O 1.210 -3.221 -1.381 0.00
Cl 2.780 -3.149 7.425 0.00
C 2.783 -2.399 5.833 0.00
C 1.972 -1.307 5.579 0.00
C 1.977 -0.733 4.317 0.00
C 2.766 -1.212 3.247 0.00
C 2.667 -0.665 1.893 0.01
C 3.592 -2.303 3.576 0.00
C 3.604 -2.892 4.832 0.00
H 1.344 -0.906 6.369 0.00
H 1.345 0.128 4.145 0.00
H 3.638 -0.745 1.393 0.00
H 2.445 0.409 1.983 0.00
H 4.238 -2.716 2.805 0.00
H 4.252 -3.737 5.038 0.00
```

Values from the calculation:
DFT total energy   -268139.47143 eV
E_LUMO (alpha / beta)   0.47 / 0.47 eV
2S+1   8
Net charge   0
Frontier orbital gap (alpha / beta)   6.46 / 6.45 eV

=====

Entry 3:
Formula: C44H53BrN2O3OsP2
Source: OMol25
Level of theory: wB97M-V/def2-TZVPD

XYZ file:
```
106
Properties=species:S:1:pos:R:3:mulliken_charge:R:1
Os -0.486 -0.052 0.210 1.30
C -3.071 -2.847 -0.373 -2.10
C -3.183 -1.733 -1.409 1.71
C -4.018 -2.211 -2.598 -1.99
P -1.590 -0.803 -1.678 0.34
C -1.949 0.419 -3.053 0.91
C -0.868 1.489 -3.224 -1.21
C -2.055 -0.250 -4.435 -1.75
C -0.248 -1.717 -2.476 0.47
C -0.386 -2.683 -3.463 0.16
C 0.721 -3.229 -4.091 -0.99
C 1.978 -2.751 -3.746 -0.98
C 2.139 -1.787 -2.767 -0.42
C 1.030 -1.263 -2.084 -0.63
N 1.140 -0.394 -0.977 0.44
C 2.392 -0.465 -0.285 -0.66
C 3.542 0.189 -0.690 0.00
C 4.716 0.014 0.037 -1.05
C 4.729 -0.776 1.174 -1.25
C 3.568 -1.420 1.595 -0.47
C 2.403 -1.283 0.862 -0.53
P 0.771 -2.080 1.057 1.14
C 1.161 -3.642 0.083 1.43
C -0.017 -4.479 -0.394 -0.85
C 2.184 -4.541 0.781 -1.91
C 0.540 -2.727 2.769 1.11
C -0.898 -3.238 2.921 -1.21
C 0.868 -1.730 3.874 -1.62
H -4.071 -3.077 0.003 0.55
H -2.446 -2.566 0.475 0.42
H -2.682 -3.761 -0.821 0.37
H -3.763 -0.928 -0.954 -0.29
H -3.534 -3.011 -3.162 0.28
H -4.285 -1.408 -3.279 0.41
H -4.953 -2.620 -2.208 0.49
H -2.913 0.861 -2.784 0.36
H 0.082 1.015 -3.492 0.21
H -0.694 2.103 -2.353 -0.07
H -1.151 2.141 -4.053 0.62
H -1.087 -0.636 -4.749 0.33
H -2.348 0.520 -5.153 0.53
H -2.776 -1.057 -4.508 0.35
H -1.376 -3.019 -3.745 0.22
H 0.605 -3.996 -4.844 0.48
H 2.859 -3.148 -4.235 0.41
H 3.138 -1.472 -2.505 0.53
H 3.518 0.820 -1.570 0.58
H 5.621 0.517 -0.280 0.48
H 5.641 -0.888 1.746 0.44
H 3.590 -2.035 2.486 0.44
H 1.644 -3.241 -0.807 -0.22
H -0.583 -4.919 0.427 0.33
H 0.358 -5.300 -1.009 0.52
H -0.688 -3.886 -1.006 -0.33
H 1.718 -5.148 1.559 0.48
H 3.015 -3.990 1.221 0.31
H 2.604 -5.233 0.047 0.44
H 1.220 -3.577 2.845 0.70
H -1.599 -2.404 2.891 0.03
H -0.994 -3.745 3.882 0.55
H -1.186 -3.945 2.144 0.08
H 1.939 -1.546 3.966 0.23
H 0.377 -0.771 3.719 0.20
H 0.519 -2.131 4.829 0.49
C -2.309 0.210 2.655 -1.00
O -1.833 -0.501 1.529 -0.28
H -3.321 -0.158 2.856 0.26
H -2.349 1.284 2.451 0.25
H -1.672 0.054 3.525 0.32
Br 0.271 4.194 4.616 -0.12
C 1.846 3.729 3.667 0.09
C 2.911 4.612 3.781 -0.54
C 4.107 4.348 3.130 -0.78
C 4.230 3.207 2.351 -0.76
C 3.151 2.350 2.226 0.73
C 1.949 2.585 2.881 0.05
C 0.872 1.529 2.778 -0.20
O 0.194 1.272 3.764 -0.78
O 0.833 0.957 1.628 0.29
H 2.799 5.500 4.386 0.44
H 4.935 5.037 3.237 0.40
H 5.157 2.987 1.838 0.43
H 3.220 1.466 1.608 -0.05
C 1.532 5.080 0.406 -0.59
C 0.321 5.059 1.084 -1.12
C -0.541 3.982 0.950 0.72
C -0.212 2.919 0.113 -1.32
C 1.011 2.936 -0.554 0.69
C 1.876 4.007 -0.405 -1.24
N -1.108 1.830 -0.086 1.30
C -2.413 2.225 -0.463 0.25
C -3.516 1.427 -0.171 -0.29
C -4.793 1.779 -0.587 -1.01
C -5.011 2.938 -1.311 -0.76
C -3.920 3.754 -1.596 -0.89
C -2.651 3.415 -1.174 -0.14
H 2.208 5.916 0.524 0.43
H 0.054 5.869 1.749 0.41
H -1.473 3.961 1.501 0.59
H 1.280 2.093 -1.179 0.24
H 2.829 3.998 -0.920 0.39
H -3.377 0.534 0.418 0.64
H -5.623 1.131 -0.329 0.46
H -6.006 3.213 -1.634 0.40
H -4.059 4.668 -2.160 0.41
H -1.828 4.071 -1.424 0.38
```

Values from the calculation:
DFT total energy   -146700.40393 eV
E_LUMO (alpha / beta)   -1.00 / -1.00 eV
Net charge   0
Frontier orbital gap (alpha / beta)   6.50 / 6.50 eV

=====

Entry 4:
Formula: C44H53IN2O2PRu
Source: OMol25
Level of theory: wB97M-V/def2-TZVPD

XYZ file:
```
104
Properties=species:S:1:pos:R:3:mulliken_spin:R:1
Ru -0.123 -0.736 -0.493 0.79
O -1.611 0.530 -0.852 -0.03
C -2.580 0.679 0.039 0.00
C -3.830 1.143 -0.388 0.00
C -4.854 1.296 0.524 0.00
C -4.676 0.985 1.873 0.00
C -3.447 0.529 2.308 0.00
C -2.392 0.385 1.409 0.02
C -1.071 -0.083 1.832 -0.04
N -0.790 -0.779 2.847 0.03
C 0.600 -1.196 2.983 0.00
C 0.919 -2.433 2.142 0.00
N 1.202 -2.074 0.747 0.00
C 2.100 -2.786 0.166 0.02
C 2.738 -2.459 -1.084 0.00
C 3.577 -3.394 -1.700 0.00
C 4.311 -3.062 -2.818 0.00
C 4.239 -1.753 -3.304 0.00
C 3.448 -0.800 -2.702 0.01
C 2.649 -1.129 -1.582 0.00
O 1.888 -0.235 -1.036 0.11
H -3.969 1.360 -1.439 0.00
H -5.817 1.653 0.182 0.00
H -5.496 1.096 2.568 0.00
H -3.276 0.277 3.346 0.00
H -0.246 0.329 1.183 0.02
H 0.776 -1.435 4.032 0.00
H 1.297 -0.397 2.695 0.00
H 0.109 -3.160 2.203 0.00
H 1.817 -2.899 2.557 0.00
H 2.515 -3.650 0.697 0.00
H 3.642 -4.391 -1.280 0.00
H 4.946 -3.792 -3.300 0.00
H 4.823 -1.478 -4.174 0.00
H 3.404 0.215 -3.075 0.00
I -0.134 -1.340 -3.112 -0.01
C -2.117 -1.912 -2.939 0.00
C -2.898 -2.028 -4.052 0.01
C -4.204 -2.536 -3.918 -0.01
C -4.640 -2.948 -2.693 0.01
C -3.819 -2.849 -1.544 0.00
C -4.270 -3.356 -0.302 0.03
C -3.446 -3.298 0.777 -0.02
C -2.190 -2.659 0.685 0.07
C -1.695 -2.095 -0.467 -0.04
C -2.526 -2.268 -1.635 0.03
H -2.519 -1.749 -5.026 0.00
H -4.839 -2.620 -4.789 0.00
H -5.628 -3.374 -2.578 0.00
H -5.259 -3.790 -0.237 0.00
H -3.767 -3.687 1.735 0.00
H -1.648 -2.558 1.611 0.00
C 5.220 4.100 0.215 0.00
C 4.718 3.590 -1.145 0.00
C 3.406 2.808 -1.010 0.01
C 2.532 3.425 0.087 0.02
C 3.222 3.199 1.448 0.00
C 4.753 3.167 1.326 0.00
P 0.840 2.676 0.061 -0.03
C -0.105 3.475 1.452 0.01
C 0.265 2.970 2.853 0.00
C -0.914 3.187 3.812 0.00
C -1.676 4.481 3.480 0.00
C -0.733 5.506 2.856 0.00
C -0.200 5.008 1.500 0.00
C -0.009 3.475 -1.397 -0.01
C 0.130 2.614 -2.665 0.03
C -0.427 3.360 -3.871 0.00
C 0.421 4.599 -4.199 0.00
C 1.144 5.132 -2.957 0.00
C 0.292 4.963 -1.702 0.00
H 4.826 5.102 0.410 0.00
H 6.307 4.194 0.210 0.00
H 5.475 2.947 -1.603 0.00
H 4.576 4.434 -1.826 0.00
H 3.592 1.763 -0.749 0.00
H 2.889 2.777 -1.971 0.00
H 2.469 4.503 -0.093 0.00
H 2.873 2.262 1.892 0.00
H 2.929 3.998 2.134 0.00
H 5.089 2.150 1.102 0.00
H 5.205 3.436 2.283 0.00
H -1.112 3.084 1.241 0.00
H 1.139 3.518 3.211 0.00
H 0.555 1.918 2.845 0.00
H -0.547 3.223 4.841 0.00
H -1.593 2.334 3.753 0.00
H -2.144 4.884 4.380 0.00
H -2.490 4.270 2.781 0.00
H 0.099 5.684 3.544 0.00
H -1.231 6.469 2.726 0.00
H 0.783 5.451 1.310 0.00
H -0.857 5.355 0.700 0.00
H -1.066 3.399 -1.109 0.00
H -0.405 1.681 -2.507 -0.01
H 1.176 2.345 -2.851 0.00
H -1.457 3.656 -3.647 0.00
H -0.483 2.698 -4.738 0.00
H -0.216 5.384 -4.615 0.00
H 1.153 4.357 -4.973 0.00
H 1.400 6.185 -3.095 0.00
H 2.093 4.608 -2.820 0.00
H -0.653 5.497 -1.848 0.00
H 0.776 5.456 -0.860 0.00
```

Values from the calculation:
DFT total energy   -73533.85682 eV
E_LUMO (alpha / beta)   -0.75 / -0.74 eV
2S+1   2
Net charge   0
Frontier orbital gap (alpha / beta)   6.83 / 6.83 eV